ORCA calculation (the ωB97M-V functional and the def2-TZVPD basis) on a 8-piece molecular cluster, C37H71BrO17S7 overall.

As for the SMILES: COCCCC[C@H]1C[C@H](Br)OC1=O.O=S1(=O)CCCC1.O=S1(=O)CCCC1.O=S1(=O)CCCC1.O=S1(=O)CCCC1.O=S1(=O)CCCC1.O=S1(=O)CCCC1.O=S1(=O)CCCC1. As for the spin multiplicity: 1. As for the HOMO energy: -0.3406 Eh.

Cartesian coordinates (Å):
C -1.6527 1.8452 -7.4891
O -2.3665 1.1616 -6.4306
C -2.4770 -0.2704 -6.6868
C -1.6017 -1.0738 -5.6136
C -0.0333 -1.1702 -5.9411
C 0.3341 -1.2403 -7.4980
C -0.2986 -2.4817 -8.2846
C -0.6163 -2.1998 -9.8550
C -1.1278 -3.6894 -10.2636
Br -3.0790 -3.7216 -9.8040
O -0.2370 -4.5420 -9.4789
C 0.5768 -3.8006 -8.5269
O 1.6849 -4.1320 -8.0820
H -0.5398 1.8974 -7.1905
H -1.8254 1.3942 -8.5220
H -2.0513 2.9278 -7.5314
H -3.5843 -0.5320 -6.4720
H -2.2948 -0.5635 -7.7739
H -1.6882 -0.4858 -4.6215
H -2.0780 -2.1017 -5.3827
H 0.3471 -2.1355 -5.4344
H 0.5870 -0.3057 -5.4914
H 0.1141 -0.2536 -8.0341
H 1.4829 -1.3692 -7.5527
H -1.3094 -2.6736 -7.7930
H -1.3584 -1.3503 -10.0240
H 0.3826 -2.1436 -10.4303
H -1.1042 -3.9537 -11.3677
O 1.2381 -2.7765 -3.8340
S 0.6505 -3.1434 -2.5649
O -0.6317 -2.6269 -2.1311
C 0.6252 -4.9247 -2.4454
C 1.9711 -5.2788 -1.8262
C 2.1943 -4.2572 -0.7101
C 1.8606 -2.8780 -1.2758
H 0.4776 -5.3620 -3.4328
H -0.1979 -5.2030 -1.7834
H 1.9817 -6.3029 -1.4473
H 2.7642 -5.1868 -2.5753
H 1.5267 -4.4826 0.1288
H 3.2178 -4.2890 -0.3315
H 1.4381 -2.2225 -0.5140
H 2.7352 -2.4090 -1.7257
O 2.1156 2.0418 -3.1637
S 1.6837 1.1311 -2.1260
O 2.1251 -0.2443 -2.0730
C 1.9868 1.8940 -0.5418
C 0.7181 2.6860 -0.2566
C -0.4405 1.7722 -0.6616
C -0.1019 1.1799 -2.0313
H 2.8800 2.5168 -0.5934
H 2.1256 1.0965 0.1914
H 0.6560 2.9788 0.7934
H 0.7000 3.5972 -0.8638
H -0.5424 0.9668 0.0729
H -1.3899 2.3119 -0.6900
H -0.4977 0.1687 -2.1424
H -0.4660 1.8130 -2.8426
O 1.1601 0.0183 2.0748
S 0.7176 -0.8919 3.1106
O 1.1555 -2.2684 3.1652
C 1.0129 -0.1300 4.6964
C -0.2558 0.6665 4.9728
C -1.4158 -0.2430 4.5603
C -1.0684 -0.8363 3.1929
H 1.9085 0.4899 4.6507
H 1.1445 -0.9281 5.4303
H -0.3242 0.9598 6.0226
H -0.2661 1.5777 4.3650
H -1.5247 -1.0432 5.2892
H -2.3592 0.2984 4.5252
H -1.4670 -1.8454 3.0787
H -1.4243 -0.2016 2.3788
O -3.4185 -0.9227 5.8777
S -4.0716 -2.1904 5.6246
O -3.3407 -3.4368 5.5649
C -5.4229 -2.3710 6.7734
C -6.6046 -1.7179 6.0696
C -6.5305 -2.1844 4.6145
C -5.0803 -2.0276 4.1558
H -5.1727 -1.8965 7.7202
H -5.5949 -3.4397 6.9215
H -7.5521 -1.9947 6.5361
H -6.5114 -0.6277 6.1131
H -6.8240 -3.2375 4.5541
H -7.2096 -1.6181 3.9733
H -4.7997 -2.7986 3.4372
H -4.8998 -1.0388 3.7299
O 5.0460 6.0784 0.0674
S 4.0518 6.2544 -0.9666
O 2.6717 6.5624 -0.6645
C 4.6648 7.4469 -2.1438
C 5.4435 6.6131 -3.1530
C 4.5847 5.3749 -3.4192
C 4.1148 4.8431 -2.0643
H 5.2785 8.1900 -1.6353
H 3.8026 7.9271 -2.6117
H 5.6413 7.1738 -4.0688
H 6.4055 6.3107 -2.7266
H 3.7176 5.6563 -4.0252
H 5.1363 4.6115 -3.9719
H 3.1239 4.3923 -2.1310
H 4.8235 4.1239 -1.6496
O -5.5152 1.4668 6.6417
S -5.2765 1.1586 8.0333
O -5.7558 -0.0603 8.6490
C -3.5294 1.3169 8.3559
C -3.3484 2.7806 8.7365
C -4.5167 3.1157 9.6659
C -5.7885 2.5589 9.0230
H -2.9609 1.0289 7.4722
H -3.2836 0.6594 9.1928
H -2.3843 2.9530 9.2190
H -3.3965 3.4094 7.8415
H -4.3565 2.6392 10.6385
H -4.6008 4.1909 9.8382
H -6.5070 2.2278 9.7735
H -6.2540 3.2893 8.3590
O 4.9555 -3.2470 0.3175
S 5.5092 -2.5049 1.4269
O 6.3410 -3.1263 2.4326
C 6.3565 -1.0728 0.7826
C 5.2785 0.0006 0.7099
C 4.4807 -0.1225 2.0095
C 4.1833 -1.6076 2.2263
H 6.7970 -1.3056 -0.1866
H 7.1378 -0.7992 1.4952
H 5.7116 0.9964 0.5926
H 4.6208 -0.1861 -0.1461
H 5.0803 0.2590 2.8429
H 3.5592 0.4622 1.9746
H 4.1613 -1.8630 3.2861
H 3.2447 -1.9007 1.7539


ORCA calculation (the ωB97M-V functional and the def2-TZVPD basis) on CH3IO2S2 in the gas phase.

As for the SMILES: CO[S@](=O)(=S)I. As for the relative energy (zero: lowest compared OMol25 entry of this formula, charge and spin): 35.7 kcal/mol. As for the spin multiplicity: 1. As for the HOMO energy: -0.3535 Eh.

Cartesian coordinates (Å):
C 0.8444 0.6690 -0.6903
O 0.7615 -0.3629 0.2498
S -0.6932 -0.5019 0.9352
O -1.3283 0.7761 1.1123
S -0.4126 -1.8472 2.2112
I -2.0264 -1.5653 -0.9106
H 1.8138 0.5732 -1.2851
H 1.0587 1.5425 -0.2491
H -0.0179 0.7166 -1.3735


ORCA calculation (the ωB97M-V functional and the def2-TZVPD basis) on an isolated ion of composition C7H11N4 and charge +1.

As for the SMILES: C/[N+](N)=C\C=C1/N=CC=C1N. As for the relative energy (zero: lowest compared OMol25 entry of this formula, charge and spin): 101.4 kcal/mol. As for the spin multiplicity: 1. As for the charge: +1. As for the HOMO energy: -0.4327 Eh.

Cartesian coordinates (Å):
C 1.7032 -0.8564 0.9300
N 2.0414 0.0349 -0.0877
N 3.2752 -0.1162 -0.5827
C 1.3991 1.1484 -0.3848
C -0.0359 1.4486 -0.0882
C -0.9284 0.3790 -0.1316
N -0.3979 -0.8461 -0.5237
C -1.3888 -1.6823 -0.3613
C -2.6699 -1.0756 0.0999
C -2.3692 0.2828 0.0087
N -3.2539 1.3280 0.0564
H 0.8820 -0.4586 1.5025
H 1.3825 -1.7938 0.6637
H 2.5858 -0.8640 1.5043
H 3.8731 0.6440 -1.0193
H 3.9143 -0.8075 -0.2089
H 2.0769 1.8504 -0.7715
H -0.2724 2.4236 0.2878
H -1.3070 -2.7486 -0.5758
H -3.5124 -1.6129 0.0762
H -4.1372 1.0849 -0.3179
H -2.8604 2.2373 -0.0762


ORCA calculation (the ωB97M-V functional and the def2-TZVPD basis) on C51H57AsN4O5SiW as an isolated structure.

As for the relative energy (zero: lowest compared OMol25 entry of this formula, charge and spin): 0.0 kcal/mol. As for the spin multiplicity: 1. As for the charge: +2. As for the HOMO energy: -0.4733 Eh.

Cartesian coordinates (Å):
W 0.3196 0.9296 -0.7615
C 1.1041 5.2230 -1.8295
Si 0.2298 3.7323 -2.4990
C 1.4765 2.7642 -3.4826
C -1.2369 4.1212 -3.5867
N -0.3718 2.7377 -1.0236
C -1.0549 3.5101 -0.0592
C -1.7297 4.7065 -0.3107
C -2.3200 5.3982 0.7304
C -2.2430 4.9120 2.0307
C -1.6039 3.7125 2.3001
C -1.0494 3.0241 1.2372
O -0.4465 1.7791 1.3273
C -0.4851 1.2155 2.6362
C 0.5494 1.5124 3.4956
C 0.4685 1.0430 4.7991
C -0.6444 0.3245 5.2124
C -1.6840 0.0700 4.3281
C -1.6152 0.5236 3.0187
H 1.3459 5.8551 -2.6902
H 2.0484 4.9365 -1.3621
H 0.5376 5.8269 -1.1233
H 1.7353 3.4450 -4.3022
H 1.1370 1.8345 -3.9311
H 2.4007 2.5782 -2.9349
H -0.8794 4.2030 -4.6165
H -1.7223 5.0673 -3.3469
H -2.0008 3.3429 -3.5522
H -1.7973 5.1004 -1.3129
H -2.8405 6.3241 0.5279
H -2.6978 5.4613 2.8438
H -1.5651 3.3215 3.3063
H 1.3914 2.1052 3.1619
H 1.2704 1.2539 5.4943
H -0.7093 -0.0252 6.2344
H -2.5585 -0.4754 4.6593
H -2.4285 0.3642 2.3232
O 7.0551 3.1667 1.2705
C 6.0868 3.1981 0.5924
O 5.6455 3.8150 -0.4905
C 4.7340 2.7599 0.2611
C 3.5376 3.3457 0.8691
C 2.3171 2.8457 0.6372
N 2.0944 1.7020 -0.1205
C 3.2200 1.1377 -0.6980
C 4.4767 1.5660 -0.5443
C 2.8590 -0.0049 -1.5663
O 3.4763 -0.9658 -1.8577
O 1.5311 0.1940 -2.0126
H 3.6402 4.2213 1.4953
H 1.4449 3.3124 1.0680
H 5.2870 1.0498 -1.0423
C -2.6278 -1.1858 -4.8595
C -2.4957 0.3228 -4.6044
C -3.8557 0.9327 -4.2305
C -1.8717 1.0260 -5.8200
C -1.5923 0.5149 -3.4565
N -0.8878 0.6508 -2.5662
H -3.2519 -1.3220 -5.7426
H -3.1046 -1.6913 -4.0195
H -1.6590 -1.6448 -5.0524
H -4.5471 0.7470 -5.0525
H -3.7871 2.0104 -4.0823
H -4.2613 0.4735 -3.3282
H -2.5399 0.8836 -6.6692
H -0.9020 0.5973 -6.0738
H -1.7579 2.0955 -5.6516
C 0.1675 -7.3146 -1.3350
C 0.4344 -5.8743 -1.0134
C 1.3067 -5.5070 -0.0009
C 1.5523 -4.1786 0.3326
C 2.6575 -3.9349 1.3284
C 0.8363 -3.1820 -0.3573
As 0.7869 -1.3997 0.4382
N -0.7866 -0.5238 -0.1029
C -2.1938 -0.7170 -0.1417
C -3.0320 0.3982 -0.2039
C -4.4074 0.2335 -0.2577
C -4.9601 -1.0399 -0.2638
C -4.1256 -2.1483 -0.2259
C -2.7484 -1.9936 -0.1672
C 1.0010 -1.6712 2.3356
C 2.2011 -1.2033 2.8870
C 3.1927 -0.3718 2.1156
C 2.5152 -1.5607 4.1904
C 1.6803 -2.3673 4.9558
C 2.0496 -2.7652 6.3547
C 0.5015 -2.8203 4.3756
C 0.1455 -2.5043 3.0695
C -1.1282 -3.0821 2.5245
C 0.0945 -3.5161 -1.5041
C -0.3903 -2.5136 -2.5125
C -0.1162 -4.8567 -1.7857
H 0.6723 -7.9787 -0.6361
H 0.5118 -7.5544 -2.3423
H -0.9019 -7.5274 -1.2978
H 1.8496 -6.2775 0.5355
H 3.4373 -4.6754 1.1510
H 2.3285 -4.0398 2.3626
H 3.1247 -2.9614 1.2079
H -2.6250 1.3987 -0.1932
H -5.0479 1.1058 -0.2880
H -6.0336 -1.1678 -0.2993
H -4.5456 -3.1455 -0.2436
H -2.1101 -2.8655 -0.1658
H 3.4468 -0.8082 1.1461
H 4.1252 -0.2798 2.6694
H 2.8139 0.6364 1.9340
H 3.4515 -1.2129 4.6120
H 2.8433 -2.1354 6.7529
H 2.4016 -3.7985 6.3766
H 1.1883 -2.7038 7.0204
H -0.1617 -3.4585 4.9497
H -1.4651 -3.9069 3.1501
H -0.9911 -3.4772 1.5197
H -1.9246 -2.3351 2.4961
H 0.2875 -1.6704 -2.5880
H -1.3967 -2.1482 -2.3041
H -0.4131 -2.9967 -3.4887
H -0.6943 -5.1143 -2.6673